1.
Computed, not measured: a cluster of 6 separate species, C16H27BCl12O6 in total, with the ωB97M-V functional and the def2-TZVPD basis.

```
62
C16H27BCl12O6 the ωB97M-V functional and the def2-TZVPD basis
C 5.237 0.824 1.632
C 3.650 1.155 2.037
O 2.915 -0.143 2.166
B 1.522 0.140 2.657
O 1.108 1.492 3.089
C 0.435 -1.138 2.655
O -0.905 -0.608 2.363
C -1.957 -1.271 3.147
O -1.942 -2.522 3.614
C -3.334 -0.365 3.425
C -3.841 0.092 1.898
O -3.663 1.550 1.804
C -3.043 1.959 0.534
C -1.946 3.220 0.510
O -3.314 1.423 -0.676
C 0.917 -2.354 1.649
Cl 1.410 -3.974 2.489
C 0.994 -2.272 0.160
C 1.535 -3.516 -0.814
Cl 0.476 -0.722 -0.752
H 5.274 0.012 0.760
H 5.682 1.870 1.278
H 5.855 0.467 2.586
H 3.710 1.740 3.057
H 3.129 1.809 1.206
H 0.653 1.936 2.290
H 0.477 -1.555 3.773
H -3.095 0.581 4.103
H -4.128 -1.076 3.958
H -3.200 -0.501 1.084
H -4.944 -0.283 1.799
H -0.935 2.948 1.056
H -1.662 3.440 -0.623
H -2.409 4.151 1.062
H 2.461 -4.060 -0.293
H 0.682 -4.260 -1.111
H 1.941 -2.990 -1.803
C 1.760 4.324 -0.549
Cl 1.163 2.666 -0.696
Cl 2.310 4.657 1.098
H 2.596 4.463 -1.239
H 0.953 5.016 -0.802
C -6.354 1.994 5.121
Cl -7.254 0.844 4.125
Cl -5.323 1.156 6.287
H -5.728 2.612 4.473
H -7.062 2.627 5.662
C 0.917 -2.476 -4.685
Cl 0.550 -2.742 -6.394
Cl 1.685 -3.898 -3.970
H 1.594 -1.623 -4.595
H -0.013 -2.267 -4.150
C -3.003 -0.691 -7.137
Cl -2.641 1.020 -6.878
Cl -2.703 -1.634 -5.672
H -4.054 -0.794 -7.417
H -2.368 -1.071 -7.941
C 5.592 -2.275 -4.453
Cl 4.900 -2.580 -6.051
Cl 4.324 -1.991 -3.254
H 6.181 -3.143 -4.149
H 6.235 -1.393 -4.506
```

LUMO energy ... 0.2 eV
Frontier orbital gap ... 0.3362 Eh
SMILES string ... CCOB(O)[C@@H](OC(=O)CCOC(C)=O)/C(Cl)=C(/C)Cl.ClCCl.ClCCl.ClCCl.ClCCl.ClCCl
2S+1 ... 1

2.
Computed, not measured: a cluster of 8 separate species, C26H40O24 in total, with the ωB97M-V functional and the def2-TZVPD basis.

```
90
C26H40O24 the ωB97M-V functional and the def2-TZVPD basis
C -4.828 1.562 -1.939
C -4.781 0.767 -0.669
O -5.966 0.073 -0.816
C -6.879 0.700 -1.580
O -8.092 0.519 -1.701
O -6.185 1.626 -2.245
H -4.187 1.160 -2.723
H -4.528 2.601 -1.798
H -4.611 1.402 0.200
H -3.959 0.055 -0.588
C -0.618 -0.594 -1.020
C 0.439 0.105 -0.159
O -0.142 1.259 0.372
C -1.338 1.417 -0.050
O -2.061 2.334 0.333
O -1.674 0.423 -0.985
H -0.977 -1.459 -0.462
H -0.279 -0.842 -2.025
H 1.312 0.428 -0.725
H 0.749 -0.653 0.560
C 2.316 -5.430 1.464
C 1.171 -5.786 0.451
O 0.378 -4.565 0.522
C 0.741 -3.847 1.612
O 0.111 -2.873 1.984
O 1.848 -4.342 2.220
H 3.203 -5.217 0.868
H 2.563 -6.300 2.073
H 0.486 -6.607 0.661
H 1.591 -5.968 -0.539
C 2.884 -2.886 -3.492
C 2.809 -4.226 -2.803
O 1.469 -4.462 -2.524
C 0.781 -3.432 -2.972
O -0.444 -3.375 -2.910
O 1.515 -2.524 -3.468
H 3.295 -2.894 -4.501
H 3.430 -2.231 -2.813
H 3.314 -4.065 -1.851
H 3.358 -5.086 -3.187
C 5.096 -1.660 2.967
C 5.057 -1.825 1.456
O 3.980 -1.067 1.033
C 3.659 -0.100 1.964
O 2.811 0.803 1.819
O 4.320 -0.454 3.110
H 6.056 -1.302 3.339
H 4.673 -2.488 3.536
H 4.913 -2.847 1.106
H 5.971 -1.450 0.996
C 2.825 3.219 -0.876
C 4.181 3.208 -0.203
O 4.037 4.080 0.959
C 2.765 4.323 1.179
O 2.323 4.991 2.090
O 2.028 3.732 0.181
H 2.439 2.247 -1.183
H 2.719 3.921 -1.703
H 4.999 3.554 -0.835
H 4.367 2.183 0.117
C -1.516 0.499 4.237
C -2.884 0.376 3.593
O -2.845 -0.415 2.402
C -2.880 -1.796 2.456
O -2.897 -2.502 3.441
O -2.920 -2.202 1.153
C -2.854 -3.633 0.894
H -1.656 1.038 5.175
H -0.763 0.753 3.491
H -1.294 -0.495 4.625
H -3.251 1.381 3.386
H -3.689 -0.012 4.216
H -2.320 -4.139 1.699
H -2.139 -3.764 0.081
H -3.767 -4.099 0.522
C -1.038 6.842 -0.274
C -1.175 5.401 -0.128
O -0.686 4.671 -1.229
C -1.411 4.183 -2.204
O -2.583 4.424 -2.362
O -0.674 3.303 -3.008
C -1.384 2.345 -3.855
H -0.009 7.106 -0.029
H -1.697 7.387 0.402
H -1.353 7.103 -1.284
H -2.188 5.040 0.049
H -0.671 5.130 0.799
H -2.276 2.823 -4.258
H -1.718 1.593 -3.140
H -0.897 1.826 -4.681
```

LUMO energy (spin up / spin down) ... -2.3 / -9.6 eV
Frontier orbital gap (spin up / spin down) ... 0.3715 / 0.1007 Eh
Net charge ... +1
2S+1 ... 2

3.
Computed, not measured: the ion C3H7N2O with charge +1, with the ωB97M-V functional and the def2-TZVPD basis.

```
13
C3H7N2O the ωB97M-V functional and the def2-TZVPD basis
C -0.806 -0.517 -0.051
C 1.564 0.169 0.263
C 0.542 -1.057 0.317
N -1.980 -0.485 0.223
N -0.813 1.069 -0.829
O -3.092 -0.231 0.336
H 1.763 0.321 -0.820
H 2.466 -0.049 0.811
H 1.290 1.133 0.766
H 0.833 -1.693 -0.455
H 0.566 -1.335 1.330
H -0.965 1.859 -0.272
H -1.367 0.817 -1.619
```

LUMO energy (spin up / spin down) ... -7.4 / -7.4 eV
Relative energy (zero: lowest compared OMol25 entry of this formula, charge and spin) ... 164.6 kcal per mole
Frontier orbital gap (spin up / spin down) ... 0.3176 / 0.3175 Eh
SMILES string ... CCC(=[NH2+])N=O
Net charge ... +1
2S+1 ... 1

no.,M (g mol⁻¹),E_tot (eV)
1,751.6,-180254.2933
2,736.6,-76738.4182
3,87.1,-8239.0001